[1]
A cluster of 2 separate species, C4H9N2OS in total. Source: the OMol25 dataset; level of theory: ωB97M-V/def2-TZVPD.

Last column: natural (NBO) charge in e.
Geometry (Å):
C -1.9587 -0.0319 0.5526  0.414
C 0.0416 0.1130 -1.1667  -0.628
C -0.2014 -1.5588 0.7230  -0.603
C -0.8166 -0.4014 -0.0558  -0.349
N 1.9473 1.8151 0.1032  -0.332
N 1.5937 1.9039 1.3163  -0.324
O -2.4231 -0.4419 1.6151  -0.745
S -2.8965 1.2899 -0.5175  -0.323
H 1.0100 0.6899 -0.7162  0.221
H 0.5270 -0.7169 -1.7460  0.174
H -0.5708 0.5748 -1.8972  0.212
H 0.7835 -1.2599 1.2877  0.150
H -0.0087 -2.4195 -0.1236  0.161
H -0.9060 -1.9527 1.5195  0.239
H -4.0162 0.8774 0.1194  0.127
H 1.8816 2.8474 -0.2423  0.304
H 1.7811 0.9987 1.6734  0.302

Cartesian forces (eV/Å) of the 6 atoms listed first:
C 0.14 1.09 -0.99
C 1.42 -0.81 1.15
C 1.10 -1.47 -0.65
C 2.11 -1.62 0.89
N 0.63 3.19 1.72
N 0.53 0.91 -1.99

Output
energy above the lowest of the compared OMol25 structures with the same formula, charge and spin	105.54	kcal per mole
total charge	-1
E_LUMO	3.6	eV
multiplicity	1
DFT total energy	-740.6558	Eh

[2]
The molecule C4H9N2OS. Source: the OMol25 dataset; level of theory: ωB97M-V/def2-TZVPD.

Last column: natural (NBO) charge in e.
Geometry (Å):
O 0.4799 0.6228 -2.5692  -0.619
C 0.1831 0.7776 -1.3914  0.658
N -0.4988 -0.2727 -0.8056  -0.627
C -0.6245 -0.4137 0.7425  -0.242
C -0.4959 -1.9054 1.0436  -0.612
S -0.0555 -2.1746 2.7892  0.143
C 0.3395 2.1880 -0.7688  -0.340
N 0.8175 3.1601 -1.8747  -0.846
H -0.2595 -1.1889 -1.2642  0.398
H 0.0679 0.4569 1.0960  0.215
H -1.6211 -0.0128 1.0552  0.207
H 0.1703 -2.4644 0.2913  0.228
H -1.5147 -2.3345 0.9274  0.256
H 1.1458 2.2627 -0.0301  0.221
H -0.6394 2.4670 -0.2992  0.212
H 0.0762 3.9000 -2.1145  0.358
H 0.9797 2.6347 -2.7288  0.390

Cartesian forces (eV/Å) of the 6 atoms listed first:
O 0.53 0.15 0.41
C -0.75 -0.29 -1.62
N 0.52 -0.91 2.13
C 0.15 2.83 -2.37
C 0.51 -0.24 0.17
S -0.09 -0.14 -0.70

Output
energy above the lowest of the compared OMol25 structures with the same formula, charge and spin	34.78	kcal per mole
E_LUMO (spin up / spin down)	0.8 / -2.4	eV
multiplicity	2
DFT total energy	-740.6724	Eh

[3]
The ion C4H9N2OS with charge +1. Source: the OMol25 dataset; level of theory: ωB97M-V/def2-TZVPD.

Last column: natural (NBO) charge in e.
Geometry (Å):
C 0.9638 -0.6465 -0.1359  0.530
C -1.1716 0.1097 -0.2156  0.274
C 2.1407 -1.2035 0.5331  -0.676
C -1.7928 1.4983 -0.1840  -0.652
N 0.6316 -0.7082 -1.3885  -0.205
N 0.0507 0.0135 0.5758  -0.581
O -0.6201 -0.1711 -1.6767  -0.326
S -2.2625 -1.2676 0.2400  0.008
H 2.9088 -0.5081 0.7350  0.285
H 2.6430 -1.8168 -0.1090  0.261
H 1.8467 -1.4408 1.4968  0.262
H -2.0622 1.6386 0.9203  0.246
H -2.6222 1.5150 -1.0013  0.263
H -1.1036 2.2452 -0.3247  0.241
H 1.0186 -1.1663 -2.1368  0.438
H -0.1508 -0.0809 1.4988  0.435
H -3.5433 -0.5486 0.1130  0.198

Cartesian forces (eV/Å) of the 6 atoms listed first:
C 0.41 0.51 0.82
C -0.41 0.30 -1.82
C -0.58 1.95 -0.82
C -2.62 -2.32 0.59
N -1.75 1.24 1.68
N -0.61 0.28 -4.37

Output
energy above the lowest of the compared OMol25 structures with the same formula, charge and spin	83.19	kcal per mole
total charge	+1
E_LUMO	-3.5	eV
SMILES	CC1=[NH+][C@](C)(S)ON1
multiplicity	1
DFT total energy	-740.4104	Eh

[4]
The ion C4H9N2S2 with charge +1. Source: the OMol25 dataset; level of theory: ωB97M-V/def2-TZVPD.

Last column: natural (NBO) charge in e.
Geometry (Å):
C 1.4858 -0.1398 1.0284  0.125
C 1.0231 0.8344 -0.0616  -0.324
C -1.6071 0.5814 -0.0470  -0.241
C -0.1879 -0.9658 -1.4235  -0.392
N 1.0307 -1.3143 1.1254  -0.608
N -0.2318 0.4203 -0.7887  -0.448
S -2.3825 1.9911 -0.2660  0.187
S -1.8727 -0.5577 1.2067  0.214
H 2.0256 0.4858 1.7600  0.185
H 1.9370 0.8570 -0.8110  0.268
H 0.7637 -1.1313 -1.9961  0.253
H -0.4851 -1.5983 -0.6298  0.255
H -0.9371 -0.9869 -2.1338  0.228
H 1.4032 -1.7246 1.9767  0.375
H -0.2373 1.3296 -1.2746  0.475
H 1.0855 1.7864 0.4978  0.269
H -2.8131 0.1328 1.8372  0.180

Cartesian forces (eV/Å) of the 6 atoms listed first:
C -1.32 1.03 -0.22
C 3.35 -1.96 0.80
C 0.94 1.97 0.91
C 1.71 1.67 -0.75
N 1.02 0.65 0.33
N -0.36 1.38 0.99

Output
energy above the lowest of the compared OMol25 structures with the same formula, charge and spin	74.46	kcal per mole
total charge	+1
E_LUMO	-5.0	eV
SMILES	[H]/N=C/C[N@@H+](C)C(=S)S
multiplicity	1
DFT total energy	-1063.3458	Eh

[5]
The ion C4H9N2S2 with charge +1. Source: the OMol25 dataset; level of theory: ωB97M-V/def2-TZVPD.

Last column: natural (NBO) charge in e.
Geometry (Å):
C 0.5417 -0.2430 -0.0257  0.334
C 2.2305 1.4444 -0.2662  -0.383
C -1.9600 0.4311 0.0048  -0.394
C -1.1990 -1.9272 0.2139  -0.388
N 0.8616 1.0809 0.1012  -0.579
N -0.8583 -0.5271 0.1841  -0.356
S 1.9036 -1.2983 -0.1149  0.300
S 3.3199 0.1119 0.2593  0.215
H 2.5542 1.6322 -1.3548  0.239
H 2.5620 2.3915 0.2192  0.266
H -2.5734 0.1816 -0.8740  0.238
H -2.5612 0.2816 0.9506  0.242
H -1.4139 1.4536 -0.0724  0.191
H -0.1457 -2.3956 0.3844  0.205
H -1.9479 -2.0447 0.8805  0.220
H -1.4743 -2.3826 -0.7176  0.216
H 0.1601 1.8097 0.2276  0.435

Cartesian forces (eV/Å) of the 6 atoms listed first:
C -4.37 2.58 1.82
C 1.34 1.50 -1.15
C 1.42 0.91 1.10
C 4.82 -0.43 -1.77
N 1.11 -0.86 -1.16
N 4.36 -0.21 -1.86

Output
energy above the lowest of the compared OMol25 structures with the same formula, charge and spin	40.04	kcal per mole
total charge	+1
E_LUMO	-4.1	eV
SMILES	C[N+](C)=C1NCSS1
multiplicity	1
DFT total energy	-1063.4006	Eh

[6]
The molecule C4H9N3. Source: the OMol25 dataset; level of theory: ωB97M-V/def2-TZVPD.

Last column: natural (NBO) charge in e.
Geometry (Å):
C 0.4789 0.8268 0.3282  -0.055
C -2.2020 -0.8123 0.3781  -0.608
C -0.8571 -1.1352 1.0823  -0.439
C 0.3424 -0.5018 0.3790  -0.227
N 1.6789 1.3479 -0.3768  -0.522
N 2.2576 0.8751 -1.6233  -0.051
N 2.2417 -0.1989 -2.0798  -0.235
H -0.0288 1.7242 0.6087  0.207
H -2.3768 0.3367 0.4019  0.187
H -3.1316 -1.2580 0.8205  0.219
H -1.9754 -0.9039 -0.6792  0.215
H -0.7681 -2.2457 0.9923  0.204
H -0.9543 -0.9343 2.1755  0.208
H 0.9600 -1.1827 -0.2038  0.247
H 1.5779 2.3095 -0.2696  0.353
H 2.7565 1.7526 -1.9338  0.298

Cartesian forces (eV/Å) of the 6 atoms listed first:
C 3.69 -1.15 -2.68
C 0.19 2.89 0.48
C -0.84 -1.22 0.19
C -2.17 0.29 1.01
N -1.76 -1.89 1.99
N -0.20 1.75 0.70

Output
energy above the lowest of the compared OMol25 structures with the same formula, charge and spin	113.00	kcal per mole
E_LUMO	0.8	eV
multiplicity	1
DFT total energy	-321.9103	Eh

[7]
The molecule C4H9N3. Source: the OMol25 dataset; level of theory: ωB97M-V/def2-TZVPD.

Last column: natural (NBO) charge in e.
Geometry (Å):
C 1.5808 -0.1189 -0.3065  -0.307
C 0.8208 0.1199 0.9788  0.100
C -1.9081 0.9537 -0.4358  -0.275
C -2.5920 -0.1920 0.1834  -0.253
H 3.5302 -0.5889 -0.8105  0.356
H 2.7345 -1.7457 0.0684  0.352
H 1.0367 -0.6660 -1.0525  0.207
H 1.8384 0.8816 -0.7784  0.198
H 1.4054 0.5332 1.8394  0.198
H -1.9629 1.0722 -1.5406  0.209
H -1.7109 1.8335 0.1756  0.214
H -3.1096 -0.8136 -0.5187  0.198
H -2.9803 -0.1839 1.1665  0.213
N 2.8804 -0.7347 0.0155  -0.830
N -0.4036 -0.0467 1.0709  -0.294
N -1.1598 -0.3038 -0.0555  -0.285

Cartesian forces (eV/Å) of the 6 atoms listed first:
C 1.54 1.76 -0.05
C 1.94 0.22 -1.27
C 0.49 -0.37 -0.82
C 0.30 -0.36 -1.10
H -1.03 -0.33 1.44
H 0.23 0.31 0.10

Output
energy above the lowest of the compared OMol25 structures with the same formula, charge and spin	74.98	kcal per mole
E_LUMO	1.1	eV
SMILES	NC/C=N\N1CC1
multiplicity	1
DFT total energy	-321.9709	Eh

[8]
The molecule C4H9N3. Source: the OMol25 dataset; level of theory: ωB97M-V/def2-TZVPD.

Last column: natural (NBO) charge in e.
Geometry (Å):
C -1.9246 0.1221 -0.9543  -0.421
C 1.0689 -0.1691 -1.2221  -0.665
C 0.6555 0.7303 1.1595  0.410
C 0.2043 -0.1654 0.0245  0.304
N 0.9127 -0.8462 1.3382  -0.721
N -1.0959 -0.4725 0.0688  -0.681
N 0.5077 1.6659 1.9539  -0.622
H 0.2471 -1.3898 1.8837  0.422
H 1.7907 -1.3057 1.1301  0.409
H 0.3503 1.4506 2.9361  0.367
H -1.6178 -0.1134 -1.9873  0.155
H -2.9450 -0.2494 -0.8412  0.200
H -1.9733 1.2226 -0.8787  0.165
H 0.7548 0.6451 -1.8763  0.241
H 2.1241 -0.0067 -0.9891  0.211
H 0.9405 -1.1183 -1.7459  0.225

Cartesian forces (eV/Å) of the 6 atoms listed first:
C 0.08 -0.04 -0.11
C 0.03 -0.27 0.14
C 0.06 -0.11 0.16
C 0.02 0.25 -0.09
N -0.68 0.26 -0.16
N 0.40 0.10 0.27

Output
energy above the lowest of the compared OMol25 structures with the same formula, charge and spin	106.36	kcal per mole
E_LUMO	0.8	eV
multiplicity	1
DFT total energy	-321.9209	Eh

[9]
A cluster of 2 separate species, C4H9N3 in total. Source: the OMol25 dataset; level of theory: ωB97M-V/def2-TZVPD.

Last column: natural (NBO) charge in e.
Geometry (Å):
C -0.1178 -0.1857 -0.5375  0.194
C 0.5313 0.2645 -1.8121  -0.644
C 0.4098 -1.4577 0.0823  -0.699
C 0.8154 1.5416 1.4111  0.096
N -1.2050 0.4041 -0.2077  -0.251
N -1.9024 0.0274 0.8857  -0.635
N 0.3759 1.1212 2.3828  -0.356
H -2.4810 0.7931 1.2089  0.369
H -1.3420 -0.3759 1.6538  0.358
H 1.2049 2.1012 0.5977  0.236
H 0.4482 -0.5144 -2.5695  0.219
H 0.0448 1.1626 -2.1834  0.230
H 1.3720 -1.7229 -0.3464  0.222
H -0.2925 -2.2766 -0.0692  0.234
H 0.5455 -1.3395 1.1579  0.226
H 1.5928 0.4568 -1.6544  0.201

Cartesian forces (eV/Å) of the 6 atoms listed first:
C -0.78 -0.61 -0.48
C -0.07 0.10 0.13
C -0.05 0.50 0.39
C -0.08 0.47 0.60
N 0.62 0.61 -0.37
N 0.06 -0.80 0.77

Output
energy above the lowest of the compared OMol25 structures with the same formula, charge and spin	47.73	kcal per mole
E_LUMO	1.0	eV
SMILES	CC(C)=NN.C#N
multiplicity	1
DFT total energy	-322.0143	Eh

[10]
The molecule C4H9N3. Source: the OMol25 dataset; level of theory: ωB97M-V/def2-TZVPD.

Last column: natural (NBO) charge in e.
Geometry (Å):
C -0.9920 -1.8860 -0.9254  -0.406
C 2.2980 0.7088 1.1592  -0.660
N -0.6038 -0.4997 -0.7444  -0.298
C -1.5613 0.4368 -0.2651  0.286
C 1.1907 0.6422 0.1714  0.121
N 0.4009 -0.3534 0.1765  -0.321
N -1.3681 1.6731 -0.0367  -0.693
H -2.2277 2.2092 0.0021  0.359
H -2.5601 0.0213 -0.4518  0.135
H 0.9736 1.5426 -0.3924  0.189
H -0.1986 -2.3924 -1.4793  0.216
H -1.9376 -1.9157 -1.4653  0.204
H -1.1223 -2.4189 0.0247  0.193
H 2.5491 -0.2837 1.5288  0.227
H 1.9838 1.3444 1.9966  0.228
H 3.1753 1.1715 0.7009  0.217

Cartesian forces (eV/Å) of the 6 atoms listed first:
C -0.16 -0.10 0.53
C 0.00 0.14 0.22
N -0.85 2.47 1.47
C -2.25 0.08 -3.02
C -1.03 0.10 0.17
N 3.66 -1.75 0.49

Output
energy above the lowest of the compared OMol25 structures with the same formula, charge and spin	60.34	kcal per mole
E_LUMO	1.1	eV
SMILES	[H]/N=C/N(C)/N=C/C
multiplicity	1
DFT total energy	-321.9942	Eh

[11]
A structure of composition C4H9N3. Source: the OMol25 dataset; level of theory: ωB97M-V/def2-TZVPD.

Last column: natural (NBO) charge in e.
Geometry (Å):
C 0.1847 -0.3518 -1.9306  0.239
C 1.5039 0.0111 0.7491  -0.609
C 0.1610 -0.6858 0.5497  -0.429
C -0.5245 -0.2686 -0.7175  0.193
N 0.7691 -0.5683 -2.8686  -0.276
N -1.8159 -0.9006 -0.7320  -0.781
N -0.7238 1.5563 -0.6317  -0.846
H 1.3994 1.0009 1.1292  0.199
H 2.0101 -0.0539 -0.2153  0.216
H 2.2720 -0.4861 1.4611  0.222
H -0.4111 -0.4980 1.4291  0.227
H 0.5273 -1.7360 0.2470  0.236
H -2.2715 -0.7578 0.0894  0.367
H -2.3945 -0.4849 -1.5283  0.381
H -0.0232 1.9115 -1.2625  0.339
H -0.2836 1.8139 0.1622  0.323

Cartesian forces (eV/Å) of the 6 atoms listed first:
C -0.62 -0.66 1.26
C 1.72 -1.30 0.49
C 3.42 -1.48 -1.43
C -2.85 4.08 2.40
N 1.55 -0.21 -2.57
N 1.14 0.86 -5.19

Output
energy above the lowest of the compared OMol25 structures with the same formula, charge and spin	57.69	kcal per mole
E_LUMO	0.9	eV
multiplicity	1
DFT total energy	-321.9984	Eh

[12]
The ion C4H9N3 with charge +2. Source: the OMol25 dataset; level of theory: ωB97M-V/def2-TZVPD.

Last column: natural (NBO) charge in e.
Geometry (Å):
C 1.7639 -0.8530 -0.6811  0.295
C 0.0621 1.0497 -0.0105  -0.097
C 2.6899 -0.1515 0.2835  -0.122
C -2.2120 -0.1875 0.6114  0.021
N -1.3354 -1.0468 -0.0680  -0.375
N 1.2152 0.1711 -0.2207  -0.264
N -1.1630 0.3952 -0.3314  -0.290
H 0.1019 1.2512 1.0884  0.280
H 0.1968 2.1639 -0.5513  0.340
H 1.5379 -1.7319 -1.3909  0.309
H 3.3687 0.5862 -0.0241  0.270
H 2.5805 -0.6561 1.1829  0.244
H -1.7968 -1.6039 -0.7501  0.417
H -2.0987 -0.0258 1.7144  0.257
H -3.1726 -0.0789 0.3448  0.235
H -1.7385 0.7181 -1.1975  0.479

Cartesian forces (eV/Å) of the 6 atoms listed first:
C -0.01 -0.54 -1.47
C 2.06 2.59 0.96
C -3.31 -0.73 -1.83
C 3.56 0.28 3.22
N 1.10 0.29 1.84
N 0.68 0.24 -0.06

Output
energy above the lowest of the compared OMol25 structures with the same formula, charge and spin	127.82	kcal per mole
total charge	+2
E_LUMO	-8.9	eV
SMILES	C1=[N+](C[N@@H+]2CN2)C1
multiplicity	1
DFT total energy	-321.1967	Eh

[13]
The ion C4H9N3 with charge +2. Source: the OMol25 dataset; level of theory: ωB97M-V/def2-TZVPD.

Last column: natural (NBO) charge in e.
Geometry (Å):
C 1.7954 0.6487 0.1633  0.410
C 0.2267 -0.8917 -0.1354  0.578
C -0.3353 0.4151 -0.4068  -0.195
C -1.5920 0.9368 0.3572  -0.570
N 0.7396 1.3211 -0.2450  -0.421
N 1.4868 -0.6662 0.3226  -0.520
N -0.3819 -2.1027 -0.0759  -0.653
H 2.7872 0.9270 0.5289  0.303
H -0.8411 0.4888 -1.4425  0.344
H -1.3498 0.9871 1.4229  0.254
H -2.4349 0.1473 0.3000  0.273
H -1.8167 1.8783 -0.1204  0.259
H 0.5852 2.3421 -0.3761  0.504
H 2.3685 -1.1770 0.3511  0.490
H -1.2950 -2.2144 -0.6075  0.465
H 0.0571 -3.0402 -0.0363  0.479

Cartesian forces (eV/Å) of the 6 atoms listed first:
C -1.21 1.19 0.62
C -0.63 -4.18 1.54
C -3.65 0.71 -2.46
C -0.65 -2.44 1.16
N 2.14 0.24 0.29
N 1.29 0.92 -1.11

Output
energy above the lowest of the compared OMol25 structures with the same formula, charge and spin	0.00	kcal per mole
total charge	+2
E_LUMO	-10.2	eV
SMILES	C[C@H]1NC=[NH+]C1=[NH2+]
multiplicity	1
DFT total energy	-321.4004	Eh

[14]
The molecule C4H9N3O. Source: the OMol25 dataset; level of theory: ωB97M-V/def2-TZVPD.

Last column: natural (NBO) charge in e.
Geometry (Å):
C 1.3397 -0.3668 0.1563  0.701
C -0.1414 -0.8885 0.3800  -0.351
C -1.2717 0.0279 1.0497  -0.195
C -1.0421 -1.0589 -0.8798  -0.227
H -0.1770 2.3664 0.5758  0.367
H -0.4911 1.9818 -1.2115  0.366
H 1.9969 1.8717 -0.6421  0.376
H 0.1675 -1.9913 0.6800  0.247
H -1.5753 -0.4603 1.9812  0.184
H -1.1503 1.1003 1.4885  0.200
H -2.1209 0.8261 -0.7263  0.354
H -1.3470 -2.2062 -0.8942  0.200
H -0.9251 -0.6749 -1.9653  0.208
N -0.1424 1.6394 -0.2299  -0.704
N 1.1694 1.1062 -0.0949  -0.534
N -2.0896 -0.1749 -0.1927  -0.621
O 2.4691 -0.8863 0.0125  -0.572

Cartesian forces (eV/Å) of the 6 atoms listed first:
C 1.24 2.92 -2.47
C 3.67 -1.80 -0.16
C 0.50 -0.93 1.26
C -1.98 -0.20 -0.09
H -0.47 -1.07 -2.67
H 1.75 -0.50 2.40

Output
energy above the lowest of the compared OMol25 structures with the same formula, charge and spin	154.14	kcal per mole
E_LUMO	0.5	eV
SMILES	NNC(=O)C1CNC1
multiplicity	1
DFT total energy	-397.1050	Eh